116
Properties=species:S:1:pos:R:3:forces:R:3 method="wB97M-V/def2-TZVPD" total_charge=-1 lumo_ev="1.1 / 1.1" homo_ev="-4.05 / -4.02" gap_ev="5.138 / 5.104"
Mg -1.0270 0.2093 0.2779 -0.1684 -0.5627 -0.3366
C 2.4285 -3.5984 5.8728 0.0163 -0.0514 -0.0020
C 1.1709 -3.1254 6.2125 -0.0123 -0.0300 0.0819
C 0.3476 -2.5596 5.2521 -0.0368 -0.0926 -0.0676
C 0.7668 -2.4465 3.9240 0.0587 -0.0060 0.0818
C 2.0206 -2.9673 3.5924 0.0107 0.0665 0.0239
C 2.8466 -3.5262 4.5526 0.0118 -0.0410 0.0173
C -0.0627 -1.7955 2.8826 -0.1753 0.3640 -0.1637
C -0.7139 -0.5871 3.1570 0.1461 -0.3326 0.2681
C -0.7040 0.1282 4.4161 -0.0507 0.0730 -0.0408
C -1.6337 1.1058 4.3105 0.0213 -0.0920 0.0479
C -2.1564 1.0385 2.9629 0.0962 -0.1869 0.1126
N -1.5754 0.0230 2.2900 -0.2765 0.2509 0.2878
C -3.0620 1.9821 2.4293 0.0375 0.0867 -0.3255
C -3.2234 2.2279 1.0679 0.0344 -0.0096 0.2834
C -3.9663 3.3381 0.5016 -0.0241 0.0720 -0.2260
C -3.6100 3.4152 -0.8011 -0.1206 0.2450 0.2937
C -2.6920 2.3163 -1.0475 0.0166 -0.1305 -0.2414
C -2.1414 1.9477 -2.2954 -0.3651 -0.2352 0.3772
C -1.7374 2.9402 -3.2950 0.0389 0.1974 -0.2213
C -1.1734 2.5664 -4.5291 -0.0726 -0.0372 0.1036
C -0.7335 3.5053 -5.4442 -0.0148 0.0581 -0.0545
C -0.8050 4.8606 -5.1586 0.0037 0.0144 -0.0118
C -1.2827 5.2529 -3.9172 -0.0245 0.0547 -0.0730
C -1.7203 4.3156 -2.9992 -0.0346 -0.1117 0.0439
C -2.0217 0.5488 -2.5550 -0.0047 -0.0132 -0.0332
N -1.6596 -0.3720 -1.6448 -0.0352 0.2217 -0.3199
C -1.7734 -1.5945 -2.2484 -0.0820 -0.4680 -0.0676
C -1.4043 -2.8108 -1.6780 -0.0158 0.4470 -0.0368
C -1.4855 -4.0313 -2.5212 0.0371 -0.0755 -0.0853
C -0.7288 -4.1311 -3.6890 0.0326 -0.0116 0.0190
C -0.7709 -5.2736 -4.4730 -0.0254 -0.0227 -0.0115
C -1.5690 -6.3440 -4.0972 -0.0085 -0.0180 -0.0435
C -2.3362 -6.2546 -2.9448 -0.0005 -0.0424 -0.0329
C -2.3001 -5.1064 -2.1685 -0.0255 0.0378 0.0179
C -0.9079 -2.9393 -0.3683 0.2214 -0.2346 0.0897
C -0.4446 -4.1730 0.2115 0.0455 0.0899 -0.1326
C -0.0025 -3.8727 1.4598 -0.0388 0.1284 0.0732
C -0.2236 -2.4615 1.6448 0.0239 -0.3370 0.0398
N -0.7538 -1.9192 0.5179 0.2304 0.0049 0.0749
C -2.3160 -1.4333 -3.5741 0.0434 0.2176 -0.0730
C -2.4443 -0.0955 -3.7755 0.0460 -0.1676 -0.0645
N -2.5509 1.5875 0.0760 -0.2989 0.1502 -0.0883
C -3.7663 2.8477 3.4096 0.0000 -0.0194 0.0597
C -3.5628 4.2256 3.4517 0.0148 -0.0032 0.0399
C -4.2069 5.0037 4.4019 -0.0506 0.0429 0.0007
C -5.0588 4.4173 5.3266 -0.0025 0.0148 0.0506
C -5.2628 3.0452 5.2982 -0.0185 -0.0248 0.0121
C -4.6188 2.2672 4.3491 0.0008 0.0604 -0.0360
H 3.0684 -4.0402 6.6258 0.0153 0.0286 0.0141
H 0.8253 -3.2043 7.2357 -0.0240 0.0082 -0.0014
H -0.6446 -2.2297 5.5266 -0.0077 0.0307 -0.0166
H 2.3436 -2.9413 2.5631 0.0830 0.1501 -0.1567
H 3.8213 -3.9032 4.2686 -0.0056 0.0017 -0.0130
H -0.0475 -0.0643 5.2467 -0.0233 0.0179 0.0464
H -1.9014 1.8388 5.0532 0.0239 0.0396 -0.0054
H -4.6611 3.9686 1.0314 -0.0487 -0.0206 -0.0198
H -4.0065 4.0957 -1.5366 0.0557 0.0018 -0.0298
H -1.0465 1.5218 -4.7641 0.0169 -0.0203 -0.0100
H -0.3170 3.1731 -6.3875 0.0211 -0.0171 0.0139
H -0.4589 5.5954 -5.8737 0.0219 0.0022 -0.0008
H -1.3010 6.3036 -3.6547 0.0205 -0.0060 0.0364
H -2.0155 4.6512 -2.0173 0.0283 0.0309 -0.0147
H -0.0971 -3.3005 -3.9797 -0.0042 0.0268 0.0246
H -0.1807 -5.3297 -5.3793 0.0262 0.0039 0.0139
H -1.5981 -7.2398 -4.7044 -0.0059 -0.0113 0.0037
H -2.9654 -7.0866 -2.6542 -0.0282 0.0296 0.0230
H -2.9145 -5.0311 -1.2802 0.0353 0.0001 0.0356
H -0.4405 -5.1327 -0.2782 -0.0107 -0.0282 0.0367
H 0.3842 -4.5459 2.2070 0.0127 -0.0358 -0.0251
H -2.5905 -2.2263 -4.2502 -0.0221 -0.0227 0.0170
H -2.8936 0.3984 -4.6214 0.0591 0.0195 -0.0416
H -2.8683 4.6779 2.7555 0.0030 -0.0161 -0.0240
H -4.0391 6.0733 4.4272 0.0369 -0.0020 0.0004
H -5.5492 5.0237 6.0777 -0.0203 0.0151 -0.0187
H -5.9236 2.5786 6.0184 0.0018 0.0024 0.0058
H -4.7696 1.1951 4.3248 -0.0023 -0.0087 0.0008
O 2.5471 2.7745 4.2120 0.4622 -0.1412 0.4349
C 3.4619 1.9094 3.8431 -0.0079 0.2010 0.1761
O 4.5041 1.7681 4.4460 0.0307 -0.0625 -0.0286
C 3.1512 1.1054 2.6269 0.0383 -0.1224 -0.0663
C 3.9793 0.1680 2.0417 -0.2218 0.2353 0.0661
Cl 5.5599 -0.2198 2.5281 0.1169 -0.0935 0.0091
N 3.3373 -0.3471 0.9503 0.0429 0.0983 0.3767
N 2.1287 0.2320 0.8227 -0.1859 -0.1443 -0.2155
C 1.9969 1.0973 1.8011 0.2185 -0.0684 -0.0971
C 0.7744 1.9864 1.7807 0.2390 0.2347 -0.2009
O 0.6894 2.8756 2.6532 -0.4591 -0.1608 -0.3783
O -0.0073 1.8173 0.8174 0.4686 0.2922 0.4592
C 3.6694 -1.3832 0.0265 -0.0038 -0.2325 -0.0960
C 4.8193 -2.1614 0.1345 -0.0796 0.0338 0.0498
C 5.0200 -3.2155 -0.7457 -0.0020 -0.0050 0.0067
C 4.0977 -3.5011 -1.7369 0.0457 -0.0575 -0.0556
C 2.9691 -2.7049 -1.8585 0.0123 -0.0403 0.0310
C 2.7509 -1.6531 -0.9888 -0.0137 -0.0167 0.2112
H 1.7272 2.7898 3.5875 -0.0287 0.1518 -0.1053
H 5.5470 -1.9776 0.9035 -0.0161 -0.0192 -0.0011
H 5.9033 -3.8303 -0.6285 0.0130 0.0159 -0.0217
H 4.2449 -4.3462 -2.3972 0.0208 0.0189 -0.0164
H 2.2338 -2.9288 -2.6200 -0.0815 0.0379 -0.0182
H 1.8566 -1.0563 -1.0510 -0.0194 -0.0588 0.0601
N 4.8126 1.2934 -5.0244 -0.0229 -0.0348 -0.0787
C 4.1688 2.3053 -4.3770 0.1202 -0.0021 -0.1428
O 4.5606 3.4541 -4.4417 -0.0769 -0.0088 0.0670
C 2.9672 1.8982 -3.5789 -0.2464 -0.0719 0.1385
C 2.2917 0.6952 -3.7649 0.0855 0.0913 0.0064
C 1.2505 0.3819 -2.9060 -0.1056 0.0807 -0.2156
N 0.8554 1.1691 -1.9151 -0.0375 0.0234 0.0187
C 1.4577 2.3448 -1.7754 0.0919 0.0379 -0.0896
C 2.5112 2.7509 -2.5824 0.0800 0.0486 -0.0520
H 5.6758 1.5111 -5.4899 -0.0107 0.0467 -0.0034
H 4.5742 0.3313 -4.8772 0.0268 -0.0155 0.0923
H 2.5401 0.0132 -4.5677 0.0267 -0.0433 0.0191
H 0.7007 -0.5482 -3.0233 -0.0319 -0.0025 -0.0140
H 1.0763 2.9740 -0.9801 0.0490 -0.0106 0.0226
H 2.9910 3.7106 -2.4489 -0.0012 0.0030 0.0454

119
Properties=species:S:1:pos:R:3:forces:R:3 method="wB97M-V/def2-TZVPD" spin_multiplicity=2 total_charge=-1 lumo_ev="1.8 / 1.7" homo_ev="-3.56 / -5.28" gap_ev="5.334 / 6.983"
Ti -0.6082 0.4805 -0.4770 -0.5187 0.1589 0.3261
C 2.2201 -0.5984 -2.5743 -0.0896 -0.0068 -0.1623
Si 1.5688 -0.9204 -0.8173 0.6493 -0.1653 0.3076
C 1.7835 -2.8629 -0.6280 -0.2057 -0.1066 0.1020
C 2.6342 -3.5028 -1.5498 -0.1178 0.0363 0.0953
C 2.9614 -4.8465 -1.4738 -0.0304 -0.0319 0.0159
C 2.4581 -5.6223 -0.4404 0.0142 0.0176 -0.0230
C 1.5923 -5.0405 0.4660 0.0040 0.0727 0.0094
C 1.2116 -3.6964 0.3660 0.1408 0.0199 -0.0555
P -0.0142 -3.0109 1.5596 0.0140 0.0847 0.0489
C 0.7000 -3.5594 3.1649 0.0935 0.0911 -0.1247
C 2.0740 -3.4188 3.3883 -0.0344 -0.0086 0.0093
C 2.6189 -3.6670 4.6388 -0.0647 -0.0090 -0.0092
C 1.8005 -4.0547 5.6949 0.0746 0.0224 -0.0372
C 0.4378 -4.1913 5.4867 -0.0640 0.0110 -0.0766
C -0.1091 -3.9429 4.2316 -0.0254 -0.0214 0.0705
C -1.5354 -4.0526 1.4821 -0.0629 0.0157 0.0327
C -2.7236 -3.3187 1.4618 0.0295 -0.0422 -0.0342
C -3.9636 -3.9477 1.4903 0.0539 0.0005 0.0151
C -4.0316 -5.3310 1.5356 0.0433 0.0112 0.0134
C -2.8582 -6.0780 1.5578 0.0143 0.0243 -0.0247
C -1.6239 -5.4448 1.5387 -0.0020 -0.0506 -0.0351
C 3.1228 -0.1654 0.0976 -0.0227 0.1213 0.0393
C 4.3084 -0.9179 0.0434 -0.1294 0.0788 -0.0515
C 5.5517 -0.3851 0.3407 0.0121 0.0435 0.0210
C 5.6592 0.9571 0.6789 0.0288 -0.0824 -0.0151
C 4.5087 1.7164 0.7804 -0.1351 -0.0115 0.0913
C 3.2378 1.1713 0.5474 0.0745 -0.0485 0.0429
P 1.7782 2.2551 0.9448 0.3736 0.0491 -0.0867
C 2.0704 2.7236 2.7174 -0.2923 0.0941 -0.0175
C 1.0334 3.4698 3.2897 0.0150 0.0188 -0.0422
C 1.0515 3.8419 4.6259 0.0199 0.0076 0.0140
C 2.1021 3.4425 5.4380 0.0537 -0.0105 -0.0663
C 3.1147 2.6595 4.9000 -0.0278 0.0185 -0.0697
C 3.0965 2.2975 3.5574 0.0749 0.1161 0.0217
C 2.3034 3.8199 0.0822 0.0854 -0.1161 0.0178
C 2.0787 5.0920 0.6039 -0.0299 -0.0039 -0.0580
C 2.4441 6.2350 -0.1018 -0.0373 -0.0617 0.0466
C 3.0482 6.1294 -1.3432 0.0095 -0.0093 -0.0024
C 3.2844 4.8681 -1.8759 -0.0340 -0.0170 0.0024
C 2.9116 3.7324 -1.1744 -0.0012 -0.0159 0.0416
H 3.2101 -1.0270 -2.7297 0.0667 -0.0139 -0.0009
H 2.3274 0.4800 -2.7108 -0.0118 -0.0439 0.0382
H 1.5356 -0.9626 -3.3444 0.0650 -0.0074 0.0340
H 3.0615 -2.9333 -2.3600 0.0320 0.0509 -0.0331
H 3.6202 -5.2840 -2.2154 -0.0031 0.0240 0.0153
H 2.7356 -6.6654 -0.3422 -0.0152 0.0239 -0.0018
H 1.2265 -5.6356 1.2928 -0.0238 0.0142 -0.0074
H 2.7214 -3.1068 2.5745 -0.0257 -0.0080 0.0283
H 3.6852 -3.5507 4.7911 -0.0109 -0.0004 -0.0022
H 2.2249 -4.2420 6.6741 -0.0062 -0.0016 -0.0279
H -0.2093 -4.4889 6.3038 0.0071 0.0119 -0.0298
H -1.1780 -4.0485 4.0852 0.0201 0.0052 0.0134
H -2.6723 -2.2373 1.4103 -0.0059 -0.0269 -0.0075
H -4.8680 -3.3513 1.4742 0.0346 -0.0003 -0.0182
H -4.9936 -5.8294 1.5583 0.0224 0.0061 -0.0121
H -2.9041 -7.1604 1.5931 -0.0022 0.0286 0.0106
H -0.7312 -6.0544 1.5767 -0.0013 0.0335 -0.0032
H 4.2562 -1.9544 -0.2688 -0.0013 -0.0093 -0.0110
H 6.4371 -1.0088 0.2841 -0.0231 0.0092 -0.0023
H 6.6263 1.4040 0.8773 -0.0182 -0.0043 -0.0084
H 4.5939 2.7594 1.0641 -0.0292 0.0047 0.0177
H 0.1787 3.7504 2.6813 0.0247 -0.0054 0.0107
H 0.2301 4.4180 5.0366 0.0268 -0.0226 -0.0239
H 2.1165 3.7136 6.4865 0.0065 -0.0064 -0.0110
H 3.9245 2.3120 5.5305 -0.0121 -0.0008 -0.0018
H 3.8831 1.6572 3.1817 0.0013 0.0116 -0.0534
H 1.6203 5.2110 1.5744 -0.0093 -0.0107 0.0671
H 2.2562 7.2105 0.3306 -0.0023 -0.0185 -0.0003
H 3.3376 7.0187 -1.8899 -0.0083 -0.0168 0.0060
H 3.7605 4.7677 -2.8445 -0.0078 -0.0069 0.0178
H 3.1081 2.7558 -1.5985 0.0010 -0.0068 -0.0132
Cl 1.0801 -0.1107 2.5633 -0.2390 -0.3829 0.0349
C -0.6044 0.2958 2.7251 0.1223 -0.1119 -0.1285
C -1.4389 0.2714 1.5958 0.2340 0.1661 0.5263
C -2.8015 0.4335 1.9164 0.0691 -0.0490 0.0935
Cl -4.0421 0.1538 0.7349 0.1631 0.0899 -0.1808
C -3.2582 0.7481 3.2000 0.0244 -0.0012 -0.0089
Cl -4.9364 1.0195 3.5146 0.0296 -0.0303 -0.0407
C -2.3600 0.8490 4.2590 -0.0918 -0.0096 -0.0311
Cl -2.9082 1.2582 5.8423 0.0231 -0.0075 -0.0283
C -1.0224 0.5757 4.0276 0.1040 -0.0564 0.0393
Cl 0.0921 0.5705 5.3463 -0.1032 -0.0405 -0.0527
N -8.1681 2.3853 -7.0021 -0.0165 0.0012 -0.0103
C -7.3347 2.1820 -6.2360 0.2267 -0.0457 0.1983
C -6.2870 1.9268 -5.2739 -0.2213 0.0543 -0.1363
C -6.4426 2.3269 -3.9486 -0.0212 0.0460 0.0870
C -5.4387 2.0803 -3.0297 0.0153 -0.0556 0.0186
C -4.2630 1.4204 -3.4047 0.0071 0.0429 -0.0558
C -4.1223 1.0324 -4.7391 0.0590 0.0223 -0.0789
C -5.1190 1.2807 -5.6662 0.0942 -0.0508 -0.0401
C -3.2003 1.1283 -2.4193 -0.0086 0.0137 0.1593
C -2.6887 2.2220 -1.6636 -0.0694 -0.0917 0.1428
C -2.9607 3.5833 -1.8364 0.0335 0.1733 -0.0493
C -2.3020 4.2779 -0.8061 -0.0795 0.0416 -0.0341
C -1.6448 3.3341 -0.0449 -0.0856 -0.1919 -0.1562
N -1.8503 2.0829 -0.5535 -0.3218 0.1015 -0.1112
C -2.8311 -0.2285 -2.2619 0.0009 -0.1488 0.2347
C -3.4415 -1.3568 -2.8188 0.0161 -0.1418 0.0251
C -2.7837 -2.5008 -2.3192 -0.1615 0.0530 -0.1187
C -1.8015 -2.0677 -1.4695 -0.1040 0.2569 -0.0036
N -1.8158 -0.6888 -1.3960 -0.1797 -0.0196 -0.1688
H -7.3540 2.8249 -3.6438 0.0095 -0.0039 0.0023
H -5.5624 2.3820 -1.9970 0.0092 0.0035 -0.0257
H -3.2016 0.5534 -5.0479 -0.0156 -0.0232 0.0270
H -4.9944 0.9833 -6.6990 0.0160 -0.0025 -0.0004
H -3.5440 4.0109 -2.6366 -0.0248 -0.0098 0.0482
H -2.3083 5.3432 -0.6289 -0.0062 -0.0295 -0.0188
H -1.0316 3.4767 0.8296 0.0582 -0.0295 -0.0111
H -4.2912 -1.3467 -3.4812 0.0197 0.0226 -0.0256
H -3.0048 -3.5322 -2.5492 0.0080 0.0421 0.0014
H -1.0850 -2.6508 -0.9230 0.1117 0.0042 0.0519
Cl -0.7487 3.2899 -4.8002 0.0789 -0.0969 0.1423
C 0.4266 3.0805 -3.4756 0.1271 0.0615 0.0561
C 0.1894 1.8289 -2.6506 -0.0345 0.0683 0.1179
O -0.3591 0.8444 -3.1116 -0.1080 -0.1931 -0.2434
O 0.5953 1.8603 -1.4184 0.1406 0.1415 -0.7005
H 0.3926 3.9556 -2.8362 -0.0307 0.0631 0.0179
H 1.4084 3.0051 -3.9397 0.0779 0.0461 0.0521

Energy relative to the best compared isomer or geometry (same formula, charge and spin)
In order: 22.8; 112.8
Unit: kJ/mol